Entry 1:
71
Properties=species:S:1:pos:R:3:lowdin_charge:R:1 method="wB97M-V/def2-TZVPD" total_charge=-1 homo_lumo_gap_ev="7.61 / 7.62" relative_energy_ev=0.7135
Au -0.10 -0.16 0.32 0.8609
O 2.96 1.94 -1.79 -0.3387
Cl 2.22 1.91 -0.56 0.6547
O 2.88 2.71 0.44 -0.3502
O 2.18 0.49 -0.08 -0.4751
O 0.86 2.34 -0.76 -0.4108
C -3.27 -0.83 -0.67 -0.1948
Si -2.29 0.60 0.02 0.4699
C -2.55 2.16 -0.97 -0.2038
C -2.99 1.00 1.72 -0.3169
C -4.34 1.31 1.92 -0.1063
C -4.82 1.61 3.19 -0.1011
C -3.95 1.61 4.28 -0.0980
C -2.61 1.31 4.08 -0.0934
C -2.12 1.01 2.80 -0.3098
Si -0.30 0.64 2.51 0.4823
C 0.60 2.21 2.88 -0.1920
C 0.18 -0.73 3.67 -0.1679
H -4.29 -0.78 -0.27 0.0306
H -2.83 -1.78 -0.37 -0.0007
H -3.33 -0.81 -1.76 0.0296
H -3.61 2.40 -0.93 0.0277
H -2.24 2.08 -2.01 0.0298
H -1.97 2.97 -0.52 0.0293
H -5.03 1.32 1.08 0.0973
H -5.87 1.83 3.33 0.0943
H -4.32 1.83 5.27 0.0947
H -1.94 1.32 4.94 0.0992
H 0.46 2.43 3.94 0.0314
H 0.20 3.03 2.28 0.0391
H 1.67 2.16 2.67 0.0217
H 0.24 -0.30 4.67 0.0379
H 1.14 -1.20 3.43 0.0305
H -0.58 -1.52 3.66 0.0238
C -1.59 -5.21 -0.92 -0.1026
C -0.30 -5.29 -0.10 -0.6118
C 0.91 -5.20 -1.04 -0.1055
C -0.25 -6.63 0.64 -0.1015
Si -0.24 -3.78 1.06 0.3982
O -0.29 -2.44 0.21 -0.4335
C 1.33 -3.87 2.11 -0.2155
C 1.39 -4.31 3.43 -0.1013
C 2.57 -4.26 4.16 -0.1034
C 3.73 -3.75 3.58 -0.1098
C 3.69 -3.29 2.27 -0.0916
C 2.51 -3.36 1.55 -0.1007
C -1.72 -3.85 2.26 -0.1961
C -2.07 -4.91 3.10 -0.1100
C -3.20 -4.85 3.92 -0.1007
C -4.00 -3.71 3.92 -0.1033
C -3.66 -2.64 3.10 -0.0748
C -2.54 -2.72 2.29 -0.1084
H -1.65 -6.04 -1.63 0.0765
H -1.63 -4.27 -1.48 0.0726
H -2.47 -5.25 -0.28 0.0744
H 0.86 -6.00 -1.80 0.0764
H 1.85 -5.32 -0.50 0.0706
H 0.93 -4.24 -1.56 0.0760
H -0.14 -7.45 -0.08 0.0762
H -1.16 -6.81 1.20 0.0601
H 0.60 -6.69 1.33 0.0750
H 0.49 -4.68 3.91 0.0856
H 2.59 -4.60 5.19 0.0929
H 4.64 -3.70 4.16 0.0921
H 4.58 -2.88 1.82 0.0986
H 2.49 -2.97 0.53 0.1011
H -1.46 -5.81 3.14 0.0866
H -3.45 -5.69 4.55 0.0931
H -4.87 -3.66 4.55 0.0928
H -4.26 -1.73 3.11 0.0973
H -2.28 -1.88 1.65 0.0492

***

Entry 2:
62
Properties=species:S:1:pos:R:3:mulliken_spin:R:1 method="wB97M-V/def2-TZVPD" total_charge=0 homo_lumo_gap_ev="7.67 / 6.07" multiplicity=6
C 2.16 -0.34 1.76 0.1441
C 2.19 -1.08 0.55 0.0587
C 1.73 -0.24 -0.50 0.1224
H 2.61 -2.07 0.41 -0.0042
C 1.48 1.06 0.06 0.0633
C 1.67 0.98 1.48 0.0448
H 1.43 2.00 -0.49 -0.0146
C -1.11 -2.09 2.24 0.1785
C -0.05 -2.90 1.75 0.1310
C -0.15 -2.93 0.32 0.0607
H 0.62 -3.48 2.37 -0.0052
C -1.27 -2.14 -0.08 0.2176
C -1.90 -1.64 1.12 -0.0342
H 1.71 -0.50 -1.56 0.0008
H 1.64 1.83 2.14 0.0091
H 2.47 -0.69 2.73 0.0041
H -2.90 -1.20 1.17 -0.0107
H 0.46 -3.54 -0.35 -0.0017
H -1.39 -1.95 3.28 0.0090
Fe -0.20 -0.20 1.02 3.8413
C -1.67 -1.73 -1.48 0.0014
C -3.18 -1.69 -1.66 0.0098
C -1.03 -2.67 -2.51 0.0293
H -3.64 -2.59 -1.23 -0.0013
H -3.43 -1.62 -2.72 -0.0001
H -3.62 -0.84 -1.16 0.0006
H -1.28 -3.72 -2.31 -0.0057
H 0.06 -2.60 -2.55 -0.0003
H -1.40 -2.40 -3.49 -0.0001
C -0.97 -0.35 -1.60 0.1223
C -1.74 0.94 -1.70 -0.0283
H -0.14 -0.41 -2.31 -0.0343
H -0.47 -0.03 -0.63 -0.2140
O -2.04 1.50 -0.58 0.0161
N -1.73 1.56 -2.96 0.0051
C -0.52 2.39 -3.16 0.0010
H -2.59 2.07 -3.08 0.0008
C 0.75 1.66 -3.52 -0.0008
C 1.93 2.26 -3.06 0.0049
H 1.85 3.17 -2.47 0.0003
C 3.17 1.67 -3.28 -0.0008
H 4.07 2.15 -2.90 -0.0005
C 3.23 0.45 -3.97 0.0012
H 4.19 -0.04 -4.12 -0.0003
C 2.07 -0.13 -4.48 -0.0025
H 2.10 -1.07 -5.05 0.0000
C 0.81 0.49 -4.27 -0.0014
H -0.11 0.03 -4.64 0.0000
H -0.29 2.98 -2.24 0.0003
H -0.79 3.08 -3.97 0.0001
F 0.19 1.74 7.99 0.0009
C -0.10 1.56 6.69 0.0155
C -0.87 2.52 6.00 0.0005
F -1.30 3.64 6.62 -0.0001
C -1.15 2.30 4.66 0.0032
F -1.86 3.23 3.99 -0.0025
C -0.69 1.17 3.95 -0.0208
S -1.23 1.13 2.30 0.2642
C 0.10 0.26 4.67 0.0253
F 0.66 -0.84 4.09 0.0015
C 0.37 0.42 6.03 -0.0047
F 1.09 -0.51 6.69 -0.0004

***

Entry 3:
13
Properties=species:S:1:pos:R:3:lowdin_charge:R:1 method="wB97M-V/def2-TZVPD" total_charge=0 homo_lumo_gap_ev=10.48 smiles="C=CC#N.[H][H].C=O" relative_energy_ev=3.4673
C -0.57 -0.19 1.48 0.0180
C 0.60 0.44 1.52 -0.1669
C 0.85 1.61 0.73 -0.2542
N 1.07 2.54 0.07 0.1562
H -0.73 -1.09 2.07 0.0736
H -1.39 0.16 0.87 0.0574
H 1.43 0.08 2.12 0.1049
H -2.12 -1.64 -0.58 0.0502
H -1.48 -1.66 -0.96 0.0307
C 0.59 -0.05 -1.84 -0.1759
O 0.53 -1.26 -1.74 -0.0563
H 1.55 0.48 -1.97 0.0821
H -0.31 0.59 -1.78 0.0803